C29H48BBeClF6N6O2Sb | ωB97M-V/def2-TZVPD

highest occupied orbital energy (alpha / beta): -9.5 / -9.5 eV
<S²>: 0.76
total energy: -80340.38080 eV
Kohn-Sham gap (alpha / beta): 9.62 / 5.59 eV

ORCA input file:
```
! wB97M-V def2-TZVPD RIJCOSX def2/J DEFGRID3
* xyz 0 2
Sb 1.23370 0.06916 -5.20594
Cl -3.79697 0.52762 1.57160
F -0.45865 -0.32747 -5.91427
F 2.02845 0.25883 -6.88717
F 1.67978 -1.75236 -5.12446
F 0.79501 1.90653 -5.20387
F 0.50902 -0.07737 -3.43693
F 2.86764 0.51704 -4.32086
O -1.98826 2.16420 -0.26779
O -3.32022 3.93844 -0.26685
N 1.34391 -0.21545 -0.07481
N 0.71691 0.93019 -0.68072
N -1.46706 -0.57419 -0.48957
N -0.37215 1.16052 1.64830
N 0.09325 -0.05965 2.08983
N -0.76922 -1.54835 0.22063
C 0.03045 3.20187 -2.54077
C -2.95748 -1.59250 -3.60943
C -0.81259 -4.15817 0.31856
C -3.09407 2.77658 0.00301
C 0.35538 0.00359 3.41981
C 2.80805 0.68269 -1.41131
C 3.67475 -1.30083 -0.04662
C 3.31230 -2.75284 0.26138
C -0.63404 -1.89115 4.67336
C -3.24269 -0.71154 -2.38000
C 1.56258 1.47265 -1.47793
C 1.43505 2.65625 -2.33114
C 2.41258 3.75674 -1.86500
C 1.80865 -2.07037 4.01324
C -0.32767 1.99763 2.67729
C -2.31089 -2.57650 -0.94672
C -0.02357 -4.32538 1.61122
C -0.06452 -4.79664 -0.86096
C 2.58252 -0.37081 -0.50163
C -3.12679 0.74331 -2.80476
C -0.57008 3.48769 2.66056
C -2.01468 3.86573 3.01018
C -1.27193 -2.77120 -0.07682
C 0.09622 1.29667 3.81355
C -0.09140 4.17986 1.38276
C 0.66292 -1.12401 4.37612
C 4.40103 -0.63451 1.13285
C -2.36442 -1.21289 -1.24852
C -4.23123 2.00316 0.65237
B 0.46435 -1.06908 0.99011
Be -0.96138 1.05689 -0.02965
H -0.69991 2.40854 -2.67475
H -2.08464 1.03283 -2.94170
H -2.05027 4.89762 3.36328
H -0.00926 -5.38152 1.88514
H -0.70975 -4.88966 -1.73477
H -4.27134 -0.91614 -2.06908
H 4.36328 -1.31476 -0.89375
H -0.44401 -2.72577 5.35175
H 2.67011 -1.52966 3.61886
H 0.79392 -4.18925 -1.15444
H -1.94141 -1.43094 -3.96512
H -0.75415 3.97810 0.54328
H 0.02480 3.81084 -3.44215
H 1.01188 -4.00607 1.49190
H -2.41936 3.22149 3.79142
H -3.59190 1.42424 -2.10684
H -3.62515 0.86806 -3.76717
H 5.22536 -1.26700 1.46511
H 0.21696 1.69580 4.80894
H 2.54881 -3.13606 -0.41512
H -1.06531 -2.28281 3.75195
H -1.74626 -4.71014 0.43714
H 0.05720 3.84903 3.47866
H 1.50117 -2.81698 3.28342
H -3.08048 -2.65404 -3.39285
H 0.95355 -0.61201 5.29376
H 2.30626 4.60800 -2.53589
H 4.80725 0.34299 0.86143
H -4.92005 1.70253 -0.13182
H 3.45675 3.43464 -1.89188
H -4.74486 2.68008 1.32247
H 2.13239 -2.60394 4.90897
H 1.83821 2.28110 -3.27586
H -3.64216 -1.32517 -4.41590
H -0.28960 3.81977 -1.69700
H -0.46756 -3.77290 2.43781
H 3.71262 -0.49506 1.96819
H 2.96329 -2.86993 1.28477
H -0.06508 5.26071 1.53319
H 2.17813 4.08865 -0.85014
H 4.20513 -3.36786 0.14194
H 3.68839 0.83977 -2.01963
H -2.65863 3.79988 2.13657
H 0.29676 -5.79164 -0.58866
H 0.91752 3.84950 1.11452
H 1.10314 -1.95782 1.42374
H -1.37619 -1.23415 5.12786
H -2.91808 -3.35348 -1.38380
*
```

Atom charges from the Löwdin analysis, given in e for atoms 1 to 6: number 1, Sb, carries 1.3625; number 2, Cl, carries 0.6040; number 3, F, carries -0.3521; number 4, F, carries -0.3483; number 5, F, carries -0.3607; number 6, F, carries -0.3425



C5H11ClO3PS | ωB97M-V/def2-TZVPD

highest occupied orbital energy (alpha / beta): -13.4 / -13.0 eV
total energy: -44140.96994 eV
Kohn-Sham gap (alpha / beta): 5.55 / 8.10 eV
energy relative to the best compared isomer or geometry (same formula, charge and spin): 1.821 eV

ORCA input file:
```
! wB97M-V def2-TZVPD RIJCOSX def2/J DEFGRID3
* xyz 1 1
Cl -0.95895 4.10507 3.06820
S 0.81588 3.42670 2.46731
P 0.36189 1.22399 1.88944
O 1.61047 1.13001 0.94231
O -0.77131 1.49778 0.84217
O 0.59323 -1.33157 -0.33909
C -1.45985 -0.19483 -0.93167
C -1.30722 -2.70994 -1.13231
C 2.75939 0.36425 1.14497
C -0.43820 -1.37811 -1.13089
C -0.77849 1.14701 -0.54698
H -2.27101 -0.37587 -0.25982
H -1.82702 -0.13410 -1.86730
H -2.31023 -2.30874 -1.22462
H 3.46026 0.66860 0.37942
H -1.27708 1.90937 -0.96691
H -1.09996 -3.18793 -1.98992
H 2.55741 -0.73364 0.69338
H 0.24357 1.12770 -0.97642
H -1.08726 -3.34091 -0.26424
H 0.05015 -1.23803 -2.06423
H 3.13435 0.33317 2.26721
*
```

Atom charges from the natural (NBO) analysis, given in e for atoms 1 to 6: number 1, Cl, carries 0.0331; number 2, S, carries 0.2743; number 3, P, carries 1.5762; number 4, O, carries -0.8205; number 5, O, carries -0.8141; number 6, O, carries -0.3185



C19H21NO2 | ωB97M-V/def2-TZVPD

highest occupied orbital energy: -8.3 eV
total energy: -25628.43867 eV
Kohn-Sham gap: 8.62 eV
SMILES: O=C(/C=C/c1ccco1)N1CCC(Cc2ccccc2)CC1
energy relative to the best compared isomer or geometry (same formula, charge and spin): 1.544 eV

ORCA input file:
```
! wB97M-V def2-TZVPD RIJCOSX def2/J DEFGRID3
* xyz 0 1
O 2.10423 0.94399 -1.32043
O 4.02670 -1.94766 3.29742
N 0.95877 1.36753 0.57666
C -3.79765 0.03620 -1.71849
C -0.97041 2.46136 -0.47876
C -2.32302 0.06517 -4.05509
C 3.64183 -3.24542 1.52632
C 2.26644 -0.67560 0.36602
C -1.75108 1.41690 0.33776
C 0.27858 0.92080 1.77253
C -1.71440 0.02262 -0.31681
C -3.70557 0.08184 -4.11392
C -1.67956 0.03476 -2.82983
C 0.46294 2.61933 0.04742
C -2.40993 0.02188 -1.64806
C -1.19018 1.37311 1.76170
C 1.76183 0.60000 -0.19980
C 4.53524 -3.15968 3.55042
C 2.85768 -0.79088 1.55968
C -4.44233 0.06513 -2.94150
C 4.32973 -4.00096 2.49745
C 3.47652 -1.98712 2.05867
H 0.33643 -0.16801 1.82661
H 0.77627 1.33102 2.66171
H 2.27717 -1.49855 -0.33416
H 2.91042 0.05464 2.23231
H -1.27762 2.37011 2.19769
H 1.13326 2.93088 -0.75451
H -0.59908 0.01800 -2.79182
H 4.63046 -5.02593 2.42450
H -4.37725 0.01873 -0.80573
H -0.94725 2.15663 -1.52450
H 3.31664 -3.58204 0.56392
H -2.80088 1.72464 0.38948
H -2.20960 -0.68544 0.35339
H -5.52213 0.07310 -2.98101
H -1.77481 0.69095 2.38064
H -4.20838 0.10456 -5.06963
H -1.74224 0.07558 -4.96582
H 5.01389 -3.30417 4.49889
H -0.68265 -0.29875 -0.45402
H 0.50230 3.36154 0.85064
H -1.47132 3.42922 -0.42794
*
```

Atom charges from the natural (NBO) analysis, given in e for atoms 1 to 6: number 1, O, carries -0.6283; number 2, O, carries -0.3893; number 3, N, carries -0.4409; number 4, C, carries -0.1628; number 5, C, carries -0.4201; number 6, C, carries -0.2035



C28H72N4O11 | ωB97M-V/def2-TZVPD

highest occupied orbital energy: -8.8 eV
total energy: -58670.56002 eV
Kohn-Sham gap: 9.26 eV
SMILES: COCCNCCOC.COCCNCCOC.COCCNCCOC.COCCNCCOC.OCCO.CCO
energy relative to the best compared isomer or geometry (same formula, charge and spin): 3.909 eV

ORCA input file:
```
! wB97M-V def2-TZVPD RIJCOSX def2/J DEFGRID3
* xyz 0 1
O -1.87273 0.40965 -1.68118
O -1.91833 1.94937 0.50142
O -2.47630 -9.66753 -0.70230
O 0.93590 -4.21638 2.54670
O 0.58665 5.90663 -0.29664
O 3.30362 0.26682 4.97772
O -0.91463 -0.24542 3.24798
O -2.80614 6.37153 -5.80810
O 1.54994 -2.04564 -0.17046
O 3.05593 -0.38166 -2.61389
O 2.38638 3.73651 2.97088
N 2.27333 3.08674 -1.63504
N 1.80408 0.25427 2.72505
N -0.53406 -6.82061 0.54564
N -1.89328 3.11113 -4.13031
C -1.91642 5.21918 -5.62032
C 1.14081 5.08184 -1.01298
C 2.56723 0.32841 6.12968
C -1.42485 -8.69334 -0.69779
C 2.14064 -0.75844 1.75074
C 0.61276 -5.05344 1.67284
C 3.09232 1.00430 -2.77269
C -2.58675 4.34887 -4.45716
C -4.14489 6.24775 -6.45804
C 0.55870 -2.26492 -1.11594
C -1.23457 1.44988 1.64330
C 2.57282 1.45536 2.31419
C 1.41596 4.71420 3.41215
C -0.74000 5.57498 -0.08426
C 1.24442 3.65179 -0.79489
C -3.09119 -9.96252 -1.98791
C 1.10254 -1.05241 0.75134
C -1.70357 1.18078 -2.65093
C 2.33877 1.61734 -1.62419
C 1.21351 0.13193 5.78135
C -1.33100 -8.04083 0.63274
C -2.80541 -0.61568 -1.77935
C -0.11158 -3.53212 3.23193
C -2.64057 2.28522 -3.13095
C -0.28951 -6.20666 1.82569
C 4.13813 -0.83753 -1.79202
C -1.71785 0.18820 2.12627
C 1.96283 2.58523 3.05009
H -3.60794 1.92640 -3.52804
H -1.31100 -5.93800 2.02133
H -0.86159 6.21163 0.82292
H -2.25784 -1.37597 -2.38305
H 2.66476 1.72185 1.26609
H -0.43251 -9.08118 -1.00780
H -0.80842 1.74915 -2.31677
H -2.38788 -9.91248 -2.86788
H -0.50622 -4.32069 3.89223
H -2.31902 -7.71876 1.06856
H 0.35321 -4.37006 0.89323
H 0.45340 4.67943 2.90689
H -0.90663 -3.26307 2.59688
H 5.13432 -0.77126 -2.22353
H -2.96491 2.87102 -2.22484
H 3.11644 -0.68159 1.31371
H 0.92884 2.60064 2.77482
H -1.94896 1.15293 -0.07529
H 0.69616 0.94201 5.11831
H 1.31298 1.12425 -1.52579
H 4.02084 -0.21930 -0.89914
H -0.43837 -2.61253 -0.64850
H 1.79434 5.75541 3.26638
H 1.50602 -5.46589 1.34776
H 1.19391 4.52232 4.41425
H -1.62174 -7.97888 -1.38561
H -0.89758 5.52299 -5.34534
H 0.91484 -0.08848 0.20093
H -2.86129 5.01792 -3.54919
H 2.80191 -0.41953 6.88982
H 3.56680 1.35330 2.65579
H -3.74842 -9.17181 -2.27119
H 0.43893 -7.05672 0.23182
H -1.19940 2.17229 2.38835
H 2.72253 1.28526 6.63362
H 1.33813 3.36699 0.26140
H -0.02762 -0.01647 3.00548
H 2.33854 -0.04404 3.56941
H -1.85202 -0.55024 1.32961
H -2.76487 0.35614 2.46209
H 0.36244 -1.29261 -1.64095
H 2.73668 1.31299 -0.66228
H -3.63532 -10.94344 -1.97750
H -1.04991 4.62252 0.33752
H 0.09650 -6.93354 2.53592
H 4.16526 -1.89025 -1.42603
H 2.77630 1.29872 -3.80544
H 2.12306 2.43824 4.11528
H -3.81726 -0.39888 -2.15336
H 1.10992 -0.82584 5.33632
H 0.57785 0.24415 6.64717
H -1.53902 5.88468 -0.83484
H 4.16650 1.33676 -2.75299
H 0.09936 -2.55735 3.83271
H 2.29343 -1.64281 2.26742
H 1.86069 3.35441 -2.59064
H -4.80785 5.74775 -5.78456
H 2.20527 5.36118 -0.91152
H -0.19747 1.27566 1.37281
H -1.87988 2.59187 -4.97754
H -2.88763 -1.15180 -0.85488
H -0.97240 -8.74341 1.35114
H -4.44411 7.26009 -6.68275
H 0.89691 5.33862 -2.03912
H 0.95681 -3.03080 -1.82737
H -1.31901 0.49529 -3.35110
H 0.22082 -1.36484 1.33040
H -4.21432 5.71410 -7.36614
H -1.90706 4.62337 -6.56299
H -3.59539 4.01272 -4.84863
H 0.30360 3.32101 -1.13462
H 3.89892 -0.49626 5.15846
*
```

Atom charges from the Löwdin analysis, given in e for atoms 1 to 6: number 1, O, carries -0.2140; number 2, O, carries -0.0551; number 3, O, carries -0.1870; number 4, O, carries -0.1383; number 5, O, carries -0.0955; number 6, O, carries -0.0697